1.
The molecule C18H36N2O2, computed with ωB97M-V with the def2-TZVPD basis set.

ORCA input file:
```
! wB97M-V def2-TZVPD RIJCOSX def2/J DEFGRID3
* xyz 0 1
C -8.72 -0.46 -0.08
C -7.24 -0.13 -0.31
C -6.34 -1.17 0.36
C -4.85 -0.95 0.07
C -4.30 0.34 0.68
C -2.78 0.42 0.63
C -2.24 0.48 -0.80
C -0.75 0.86 -0.90
O -0.52 2.20 -0.51
C 0.15 -0.11 -0.12
C 1.63 0.25 -0.27
C 2.52 -0.83 0.38
C 4.02 -0.56 0.25
C 4.52 -0.74 -1.19
C 6.02 -0.46 -1.28
C 6.79 -1.39 -0.35
C 6.30 -1.22 1.08
C 4.80 -1.49 1.17
C 1.87 1.57 0.44
O 1.53 1.78 1.59
N 2.55 2.49 -0.28
N 2.86 3.76 0.24
H -8.96 -1.43 -0.50
H -8.95 -0.47 0.98
H -9.35 0.29 -0.56
H -7.03 -0.11 -1.38
H -7.03 0.86 0.10
H -6.50 -1.15 1.44
H -6.62 -2.16 0.01
H -4.70 -0.95 -1.01
H -4.29 -1.79 0.48
H -4.72 1.20 0.15
H -4.62 0.40 1.72
H -2.47 1.32 1.17
H -2.36 -0.44 1.15
H -2.80 1.23 -1.36
H -2.38 -0.48 -1.29
H -0.47 0.84 -1.96
H -0.64 2.26 0.45
H -0.03 -1.13 -0.49
H -0.10 -0.07 0.94
H 1.87 0.34 -1.33
H 2.26 -0.87 1.44
H 2.28 -1.80 -0.06
H 4.22 0.48 0.56
H 3.98 -0.07 -1.87
H 4.32 -1.77 -1.51
H 6.21 0.58 -1.00
H 6.35 -0.60 -2.31
H 7.86 -1.17 -0.41
H 6.65 -2.42 -0.66
H 6.50 -0.20 1.42
H 6.84 -1.90 1.75
H 4.47 -1.35 2.20
H 4.60 -2.53 0.89
H 2.80 2.36 -1.24
H 2.90 3.65 1.26
H 2.08 4.40 0.05
*
```

- Kohn-Sham gap (eV) = 10.1
- SMILES = CCCCCCC[C@@H](O)C[C@H](CC1CCCCC1)C(=O)NN
- energy above the lowest of the compared OMol25 structures with the same formula, charge and spin (kcal/mol) = 35.00
- HOMO level (eV) = -9.217

2.
A structure of composition C17H6AlCl5F6NO6 at a distorted geometry, computed with ωB97M-V with the def2-TZVPD basis set.

ORCA input file:
```
! wB97M-V def2-TZVPD RIJCOSX def2/J DEFGRID3
* xyz -1 1
Al 0.01 -0.86 0.31
O -1.54 -0.92 3.98
C -1.29 -1.09 2.80
O -0.18 -1.37 2.26
C -2.43 -1.16 1.75
C -3.75 -1.56 1.95
C -4.43 -2.11 0.87
C -3.74 -2.41 -0.30
C -2.42 -1.99 -0.41
N -1.90 -1.26 0.55
C -1.30 -2.64 -1.23
O -1.56 -3.36 -2.17
O -0.15 -2.45 -0.69
H -4.20 -1.49 2.94
H -5.46 -2.41 0.98
H -4.18 -3.01 -1.08
Cl 5.62 2.21 3.18
C 4.06 1.76 2.62
C 3.87 0.58 1.91
Cl 5.20 -0.45 1.61
C 2.61 0.24 1.45
Cl 2.28 -1.22 0.61
C 1.49 1.09 1.64
O 0.35 0.79 1.15
C 1.72 2.27 2.38
Cl 0.38 3.30 2.69
C 2.97 2.60 2.86
Cl 3.19 4.04 3.75
C 1.12 1.99 -2.10
C 0.29 0.72 -2.33
O 0.06 0.01 -1.20
C -1.07 1.11 -2.94
F -1.75 1.91 -2.10
F -1.87 0.08 -3.20
F -0.96 1.81 -4.09
C 1.05 -0.18 -3.34
F 0.38 -1.27 -3.71
F 1.38 0.47 -4.47
F 2.21 -0.59 -2.81
H 0.62 2.60 -1.36
H 1.24 2.55 -3.03
H 2.09 1.70 -1.71
*
```

- Kohn-Sham gap (eV) = 8.1
- energy above the lowest of the compared OMol25 structures with the same formula, charge and spin (kcal/mol) = 45.43
- HOMO level (eV) = -5.764

3.
The molecule C8H10F4N2 at a distorted geometry, computed with ωB97M-V with the def2-TZVPD basis set.

ORCA input file:
```
! wB97M-V def2-TZVPD RIJCOSX def2/J DEFGRID3
* xyz 0 1
C -1.94 0.58 -0.41
C -0.93 0.66 0.73
C -1.02 -0.31 1.66
N -2.06 -1.13 1.70
F -0.28 -0.36 2.90
C 0.21 1.63 0.46
F 0.03 2.89 0.99
C 1.13 1.30 -0.39
F 1.90 2.30 -0.86
C 1.32 0.00 -1.04
C 1.37 -0.05 -2.55
C 1.43 -1.01 -0.20
N 1.53 -1.04 1.13
F 1.39 -2.36 -0.65
H -1.97 -0.43 -0.92
H -1.63 1.38 -1.01
H -2.99 0.75 -0.05
H -2.87 -0.62 1.39
H -2.22 -1.58 2.60
H 1.93 -0.92 -2.83
H 1.81 0.83 -3.00
H 0.27 -0.23 -2.92
H 1.45 -1.88 1.68
H 2.14 -0.38 1.59
*
```

- Kohn-Sham gap (eV) = 8.9
- SMILES = CC(=C(\N)F)/C(F)=C(F)\C(C)=C(/N)F
- energy above the lowest of the compared OMol25 structures with the same formula, charge and spin (kcal/mol) = 0.00
- HOMO level (eV) = -8.243

4.
A cluster of 2 separate species, C4H15N3O in total at a distorted geometry, computed with ωB97M-V with the def2-TZVPD basis set.

ORCA input file:
```
! wB97M-V def2-TZVPD RIJCOSX def2/J DEFGRID3
* xyz 0 1
C -1.30 0.67 -1.26
C -0.34 -0.48 -1.02
C 1.06 -0.02 -0.37
C 2.00 0.49 -1.47
N 1.58 -1.19 0.33
O 0.89 0.99 0.55
H -1.25 1.03 -2.28
H -2.34 0.37 -1.07
H -1.06 1.51 -0.61
H -0.79 -1.25 -0.39
H -0.10 -0.98 -1.96
H 1.53 1.32 -1.99
H 2.92 0.85 -1.02
H 2.22 -0.30 -2.18
H 1.79 -1.94 -0.32
H 2.43 -0.94 0.82
H 0.27 0.63 1.29
N -0.86 -0.28 2.18
N -2.10 0.40 2.31
H -0.56 -0.58 3.10
H -0.89 -1.09 1.54
H -2.90 -0.24 2.32
H -2.20 1.01 1.50
*
```

- Kohn-Sham gap (eV) = 10.1
- SMILES = CC[C@](C)(N)O.NN
- energy above the lowest of the compared OMol25 structures with the same formula, charge and spin (kcal/mol) = 26.86
- HOMO level (eV) = -9.164

5.
A structure of composition C52H44AuN6O3P2 at a distorted geometry, computed with ωB97M-V with the def2-TZVPD basis set.

ORCA input file:
```
! wB97M-V def2-TZVPD RIJCOSX def2/J DEFGRID3
* xyz 3 3
Au -0.57 0.64 -1.92
C 7.86 -5.21 8.01
O 6.87 -4.18 8.19
C 6.20 -3.72 7.17
C 5.26 -2.69 7.49
C 4.51 -2.13 6.50
C 4.64 -2.57 5.16
C 5.56 -3.61 4.87
C 6.33 -4.17 5.84
C 3.90 -2.01 4.09
N 3.97 -2.43 2.82
C 3.15 -1.65 2.12
C 2.53 -0.70 2.95
N 3.01 -0.95 4.19
C 1.61 0.28 2.46
C 0.98 1.24 3.26
C 0.12 2.13 2.66
C -0.11 2.02 1.29
N 0.48 1.11 0.52
C 1.34 0.26 1.07
C 2.01 -0.71 0.18
N 1.77 -0.62 -1.13
C 2.39 -1.46 -1.94
C 3.28 -2.44 -1.52
C 3.55 -2.54 -0.17
C 2.91 -1.66 0.70
H 8.27 -5.37 9.01
H 8.63 -4.87 7.33
H 7.37 -6.12 7.66
H 5.19 -2.38 8.52
H 3.81 -1.36 6.77
H 5.64 -3.94 3.84
H 7.03 -4.96 5.60
H 2.79 -0.44 5.03
H 1.17 1.30 4.32
H -0.38 2.90 3.23
H -0.79 2.69 0.79
H 2.17 -1.35 -3.00
H 3.76 -3.09 -2.24
H 4.23 -3.28 0.22
C -3.50 -1.38 -1.99
P -1.65 -1.32 -1.66
C -1.07 -2.60 -2.78
C -1.39 -3.95 -2.59
C -1.01 -4.89 -3.54
C -0.34 -4.49 -4.69
C -0.05 -3.15 -4.89
C -0.41 -2.21 -3.94
C -1.41 -1.87 0.05
C -0.68 -3.01 0.39
C -0.47 -3.32 1.72
C -0.98 -2.51 2.72
C -1.69 -1.37 2.39
C -1.89 -1.04 1.06
P -4.36 0.22 -1.96
C -3.93 1.30 -3.29
C -4.48 2.59 -3.30
C -4.20 3.45 -4.35
C -3.39 3.02 -5.40
C -2.86 1.74 -5.41
C -3.13 0.87 -4.36
C -4.37 1.02 -0.37
C -3.61 2.18 -0.14
C -3.62 2.76 1.11
C -4.38 2.20 2.13
C -5.14 1.06 1.90
C -5.14 0.47 0.65
H -3.98 -2.04 -1.27
H -3.63 -1.82 -2.98
H -1.95 -4.27 -1.73
H -1.26 -5.93 -3.39
H -0.06 -5.22 -5.43
H 0.46 -2.84 -5.80
H -0.17 -1.16 -4.10
H -0.25 -3.63 -0.38
H 0.10 -4.21 1.97
H -0.84 -2.78 3.76
H -2.09 -0.72 3.17
H -2.41 -0.12 0.82
H -5.12 2.92 -2.49
H -4.62 4.45 -4.35
H -3.19 3.69 -6.22
H -2.24 1.42 -6.23
H -2.71 -0.13 -4.39
H -3.04 2.61 -0.94
H -3.06 3.67 1.29
H -4.41 2.67 3.11
H -5.75 0.64 2.70
H -5.75 -0.40 0.47
O -4.61 5.90 -3.74
C -3.41 6.64 -3.71
N -2.37 5.66 -3.53
C -1.13 5.99 -3.10
O -0.77 7.13 -2.88
C -0.17 4.84 -2.90
C 1.20 5.10 -2.85
C 2.07 4.04 -2.66
C 1.56 2.77 -2.48
N 0.24 2.52 -2.48
C -0.60 3.54 -2.70
H -5.33 6.49 -3.96
H -3.37 7.35 -2.87
H -3.27 7.19 -4.65
H -2.59 4.73 -3.86
H 1.54 6.12 -2.98
H 3.14 4.20 -2.64
H 2.20 1.92 -2.30
H -1.64 3.28 -2.72
*
```

- Kohn-Sham gap (spin up / spin down) (eV) = 7.9 / 5.4
- HOMO level (spin up / spin down) (eV) = -14.638 / -15.116

6.
A cluster of 12 separate species, C43H86Br4O19 in total at a distorted geometry, computed with ωB97M-V with the def2-TZVPD basis set.

ORCA input file:
```
! wB97M-V def2-TZVPD RIJCOSX def2/J DEFGRID3
* xyz -1 2
C 4.21 2.48 -3.32
C 3.67 2.94 -4.68
O 3.43 4.13 -4.89
C 3.71 1.94 -5.89
H 4.25 3.34 -2.65
H 5.25 2.16 -3.37
H 3.46 1.74 -3.03
H 4.74 1.57 -5.94
H 3.47 2.42 -6.84
H 3.00 1.15 -5.64
O 5.38 -4.56 3.14
C 4.29 -4.32 3.65
O 3.31 -3.76 2.99
C 3.52 -3.07 1.74
C 3.82 -1.60 2.08
C 3.85 -4.85 5.00
H 2.61 -3.06 1.14
H 4.26 -3.52 1.07
H 2.84 -1.15 2.27
H 4.24 -1.20 1.16
H 4.44 -1.59 2.98
H 4.11 -4.28 5.89
H 4.17 -5.88 5.07
H 2.78 -4.88 4.79
O 1.22 -1.31 -1.23
C 1.09 -0.27 -0.62
O 0.16 -0.08 0.36
C -0.90 -0.93 0.57
C -0.45 -2.23 1.30
C 1.82 0.94 -0.99
H -1.36 -1.26 -0.36
H -1.63 -0.34 1.11
H 0.04 -2.14 2.27
H 0.30 -2.84 0.80
H -1.26 -2.96 1.33
H 2.89 0.76 -1.12
H 1.77 1.69 -0.21
H 1.45 1.55 -1.81
O -0.80 6.23 -3.60
C -0.23 5.11 -3.38
O 0.04 4.18 -4.29
C -0.39 4.29 -5.61
C -0.41 2.82 -6.27
C 0.51 4.82 -2.08
H 0.31 4.83 -6.26
H -1.37 4.75 -5.54
H -1.09 2.62 -7.10
H -0.74 2.05 -5.57
H 0.62 2.59 -6.56
H 1.20 3.97 -2.13
H -0.25 4.72 -1.31
H 1.05 5.67 -1.65
O -3.95 2.61 -4.56
C -3.63 1.46 -4.26
O -2.68 1.15 -3.54
C -1.83 2.11 -2.94
C -2.19 2.29 -1.44
C -4.47 0.30 -4.71
H -1.74 2.97 -3.59
H -0.88 1.59 -3.02
H -2.59 1.35 -1.07
H -2.81 3.09 -1.04
H -1.28 2.47 -0.86
H -4.15 -0.09 -5.68
H -5.51 0.62 -4.79
H -4.38 -0.46 -3.94
O -4.53 3.76 3.52
C -5.18 2.96 4.08
O -5.12 1.63 3.84
C -4.02 1.07 3.13
C -4.19 1.32 1.67
C -6.33 3.41 5.04
H -3.97 0.00 3.33
H -3.13 1.50 3.58
H -3.68 2.25 1.40
H -5.22 1.39 1.31
H -3.74 0.42 1.26
H -6.38 4.49 4.94
H -6.04 3.00 6.00
H -7.26 2.91 4.77
O -0.95 -1.39 4.51
C -0.03 -1.08 5.21
O 0.24 0.17 5.72
C -0.48 1.31 5.13
C -1.58 1.99 5.91
C 1.12 -2.01 5.68
H -0.93 1.02 4.18
H 0.27 2.05 4.83
H -2.39 1.36 6.28
H -2.17 2.79 5.44
H -1.09 2.48 6.75
H 0.65 -2.98 5.83
H 1.44 -1.65 6.66
H 1.97 -2.04 5.00
O 1.70 4.34 0.82
C 1.25 4.71 1.83
O 0.36 5.82 2.02
C 0.10 6.71 0.94
C 1.36 7.53 0.71
C 1.43 3.90 3.07
H -0.80 7.30 1.12
H -0.06 6.00 0.13
H 1.53 8.04 1.65
H 1.36 8.25 -0.11
H 2.18 6.83 0.52
H 0.80 4.33 3.85
H 2.48 3.93 3.36
H 1.04 2.93 2.77
O -0.38 -4.46 -3.60
C -1.18 -4.64 -2.71
O -2.25 -5.53 -2.85
C -2.59 -6.01 -4.12
C -3.72 -6.89 -3.91
C -0.94 -4.09 -1.35
H -1.72 -6.41 -4.63
H -2.80 -5.14 -4.74
H -4.44 -6.28 -3.37
H -3.46 -7.84 -3.43
H -4.07 -7.13 -4.91
H -0.12 -4.53 -0.78
H -1.86 -4.23 -0.78
H -0.78 -3.05 -1.62
O 7.63 0.16 -2.85
C 7.67 0.18 -1.63
O 7.10 -0.63 -0.72
C 6.17 -1.65 -1.02
C 4.85 -1.06 -1.51
C 8.63 1.21 -0.96
H 5.89 -2.12 -0.07
H 6.56 -2.45 -1.65
H 4.08 -1.80 -1.74
H 4.94 -0.58 -2.49
H 4.46 -0.35 -0.78
H 8.06 2.01 -0.50
H 9.22 1.59 -1.80
H 9.40 0.73 -0.36
Br -8.05 -4.66 -0.64
C -6.14 -4.12 -0.20
C -5.89 -2.65 0.08
Br -3.96 -2.21 0.27
H -5.48 -4.48 -1.00
H -5.88 -4.59 0.74
H -6.46 -2.23 0.91
H -6.21 -2.08 -0.79
Br 0.20 -6.14 4.24
C -1.32 -7.01 3.24
C -1.95 -5.92 2.42
Br -3.03 -6.53 0.90
H -2.00 -7.44 3.98
H -0.97 -7.90 2.72
H -1.13 -5.43 1.88
H -2.39 -5.19 3.10
*
```

- Kohn-Sham gap (spin up / spin down) (eV) = 2.1 / 7.8
- HOMO level (spin up / spin down) (eV) = -0.422 / -6.071